Record 1
Computed, not measured: a cluster of 12 separate species, C18H41FN11O27PS in total at a distorted geometry, with wB97M-V/def2-TZVPD.

Summary:
total charge: 0
SMILES string: CCP(C)C1=C(S(=O)(=O)F)C(=O)OC1=O.C[N+](=O)[O-].C[N+](=O)[O-].C[N+](=O)[O-].C[N+](=O)[O-].C[N+](=O)[O-].C[N+](=O)[O-].C[N+](=O)[O-].C[N+](=O)[O-].C[N+](=O)[O-].C[N+](=O)[O-].C[N+](=O)[O-]
HOMO-LUMO gap: 0.2498 Ha
LUMO level: -2.36 eV

Each line ends with the Löwdin charge.
Geometry (Å):
C (1.26, -0.04, -2.67)  -0.1862
C (0.93, 1.37, -3.42)  -0.4083
P (-0.63, 2.07, -2.60)  0.9755
C (-0.68, 3.94, -3.01)  -0.2744
C (-2.21, 1.39, -3.37)  -0.1921
C (-3.42, 1.19, -2.61)  -0.1269
S (-3.60, 1.52, -0.80)  0.8195
O (-2.78, 2.67, -0.30)  -0.3240
O (-3.09, 0.26, -0.10)  -0.3314
F (-5.19, 1.72, -0.31)  -0.1960
C (-4.50, 0.65, -3.68)  -0.3195
O (-5.72, 0.85, -3.60)  0.1412
O (-3.71, 0.00, -4.66)  0.0786
C (-2.60, 0.91, -4.85)  -0.2864
O (-2.14, 1.16, -5.98)  0.1261
H (0.32, -0.70, -2.86)  0.0803
H (2.18, -0.48, -3.15)  0.0514
H (1.36, 0.12, -1.54)  0.0684
H (0.85, 1.19, -4.54)  0.0820
H (1.78, 2.11, -3.25)  0.0883
H (-0.34, 4.15, -4.08)  0.0331
H (-1.80, 4.21, -2.97)  0.0504
H (-0.15, 4.58, -2.22)  0.0527
C (-2.36, 0.47, 3.06)  0.0512
N (-1.28, 0.50, 4.07)  -0.4110
O (-1.08, 1.56, 4.65)  0.0270
O (-0.67, -0.54, 4.26)  0.0741
H (-2.82, 1.46, 3.00)  0.0870
H (-1.92, 0.20, 2.10)  0.0900
H (-3.09, -0.27, 3.38)  0.1131
C (3.66, -3.48, -1.08)  0.0234
N (3.28, -2.24, -1.80)  -0.4015
O (3.11, -1.23, -1.13)  0.0340
O (3.17, -2.32, -3.02)  0.0373
H (3.72, -3.27, -0.02)  0.0800
H (2.89, -4.22, -1.28)  0.0501
H (4.62, -3.81, -1.47)  0.1114
C (1.25, -4.67, 2.94)  0.0551
N (2.21, -4.71, 1.80)  -0.4160
O (3.31, -5.18, 2.01)  0.0735
O (1.82, -4.26, 0.73)  0.0337
H (1.74, -5.09, 3.81)  0.1008
H (0.99, -3.62, 3.11)  0.1012
H (0.38, -5.25, 2.65)  0.1022
C (1.93, -6.72, -4.10)  0.0500
N (2.85, -6.94, -2.95)  -0.4251
O (2.94, -6.05, -2.12)  0.0413
O (3.46, -8.00, -2.93)  0.0722
H (1.46, -5.74, -3.99)  0.0978
H (2.53, -6.76, -5.01)  0.1036
H (1.19, -7.51, -4.08)  0.1024
C (-3.75, 3.08, 5.51)  0.0349
N (-4.98, 3.02, 4.68)  -0.4381
O (-5.33, 1.92, 4.28)  0.0590
O (-5.55, 4.07, 4.46)  0.0531
H (-3.35, 2.07, 5.62)  0.0788
H (-3.04, 3.72, 4.99)  0.1066
H (-4.02, 3.49, 6.48)  0.0884
C (4.71, -8.65, 1.79)  0.0386
N (3.99, -8.83, 3.07)  -0.4492
O (4.45, -8.28, 4.06)  0.0639
O (2.98, -9.52, 3.05)  0.0491
H (5.58, -8.02, 1.96)  0.0973
H (5.01, -9.64, 1.44)  0.0994
H (4.02, -8.18, 1.09)  0.0950
C (1.40, 1.50, 6.35)  0.0375
N (2.75, 2.08, 6.15)  -0.4380
O (3.70, 1.31, 6.14)  0.0422
O (2.82, 3.29, 6.02)  0.0671
H (1.50, 0.42, 6.45)  0.0971
H (0.98, 1.93, 7.25)  0.1065
H (0.81, 1.75, 5.47)  0.0625
C (5.89, -0.75, 4.69)  0.0390
N (5.84, -2.22, 4.45)  -0.4474
O (6.89, -2.84, 4.52)  0.0645
O (4.75, -2.70, 4.21)  0.0465
H (6.92, -0.47, 4.89)  0.0966
H (5.52, -0.26, 3.79)  0.1031
H (5.25, -0.54, 5.55)  0.0802
C (-4.68, 6.94, 6.66)  0.0414
N (-3.76, 6.68, 7.80)  -0.4434
O (-3.67, 7.55, 8.65)  0.0738
O (-3.17, 5.61, 7.80)  0.0441
H (-5.13, 7.92, 6.78)  0.0956
H (-4.08, 6.90, 5.75)  0.1028
H (-5.44, 6.15, 6.66)  0.0957
C (-2.36, 1.93, -9.25)  0.0436
N (-1.41, 1.89, -10.39)  -0.4454
O (-0.31, 1.40, -10.19)  0.0693
O (-1.81, 2.34, -11.45)  0.0541
H (-1.87, 1.50, -8.37)  0.0726
H (-2.61, 2.98, -9.07)  0.0776
H (-3.24, 1.36, -9.52)  0.1053
C (-2.92, 5.67, -7.68)  0.0394
N (-1.99, 5.44, -6.54)  -0.4375
O (-1.89, 6.32, -5.71)  0.0717
O (-1.40, 4.37, -6.53)  0.0463
H (-3.38, 6.65, -7.57)  0.0974
H (-2.34, 5.62, -8.60)  0.1025
H (-3.68, 4.89, -7.65)  0.0982


Record 2
Computed, not measured: a structure of composition C25H27B2ClF4N8O6SY at a distorted geometry, with wB97M-V/def2-TZVPD.

Summary:
total charge: +1
energy relative to the best compared isomer or geometry (same formula, charge and spin): 57.6 kcal/mol
HOMO-LUMO gap: 0.3060 Ha
LUMO level: -3.03 eV

Each line ends with the Löwdin charge.
Geometry (Å):
Y (-0.26, -0.01, 0.85)  1.4574
C (-2.59, -3.05, 3.03)  0.0321
C (-2.12, -2.12, 1.97)  -0.2147
N (-0.90, -1.94, 1.66)  -0.1566
O (0.12, -2.45, 2.43)  0.0390
B (0.42, -1.56, 3.66)  -1.0416
F (-0.75, -0.80, 3.90)  0.1346
F (0.80, -2.37, 4.68)  0.2121
O (1.53, -0.56, 3.39)  0.0634
N (1.01, 0.46, 2.66)  -0.0770
C (1.04, 1.65, 3.12)  -0.2151
C (1.70, 2.04, 4.39)  0.0242
C (0.19, 2.64, 2.33)  -0.1987
N (-0.54, 2.08, 1.45)  -0.0919
O (-1.46, 2.78, 0.74)  0.0409
B (-2.88, 2.20, 1.00)  -1.0423
F (-3.76, 3.12, 0.53)  0.1978
F (-2.95, 1.93, 2.37)  0.1489
O (-3.18, 0.89, 0.27)  0.0333
N (-2.47, -0.14, 0.79)  -0.0647
C (-3.07, -1.16, 1.28)  -0.1934
C (-4.55, -1.32, 1.33)  0.0257
C (0.13, 4.09, 2.64)  0.0344
H (-1.77, -3.67, 3.37)  0.1014
H (-3.41, -3.66, 2.66)  0.0985
H (-2.96, -2.47, 3.88)  0.1183
H (2.25, 1.20, 4.81)  0.0941
H (0.95, 2.37, 5.12)  0.1110
H (2.39, 2.88, 4.23)  0.0943
H (-5.02, -0.66, 0.61)  0.0936
H (-4.90, -1.05, 2.33)  0.1163
H (-4.84, -2.35, 1.14)  0.0948
H (0.37, 4.29, 3.69)  0.0881
H (-0.86, 4.48, 2.40)  0.1007
H (0.86, 4.63, 2.02)  0.0980
N (4.43, 6.28, 0.04)  0.1440
C (3.85, 5.08, -0.22)  -0.2931
C (3.36, 4.79, -1.51)  -0.0038
C (2.77, 3.59, -1.79)  -0.0446
C (2.67, 2.63, -0.77)  -0.2905
C (3.18, 2.88, 0.51)  -0.0540
C (3.77, 4.09, 0.77)  -0.0152
S (1.93, 1.10, -1.00)  0.7667
O (2.66, 0.60, -2.26)  -0.1955
O (2.21, 0.24, 0.15)  -0.3198
N (0.40, 1.00, -1.15)  -0.2077
C (-0.36, 1.62, -2.17)  -0.4368
N (0.21, 2.51, -2.97)  0.1420
C (-0.60, 3.07, -3.87)  -0.0914
C (-1.94, 2.73, -3.97)  -0.0261
C (-2.40, 1.75, -3.10)  -0.0802
N (-1.60, 1.17, -2.21)  0.1551
H (4.46, 7.00, -0.66)  0.1103
H (4.76, 6.50, 0.96)  0.1096
H (3.45, 5.54, -2.29)  0.1220
H (2.37, 3.38, -2.77)  0.1012
H (3.15, 2.11, 1.27)  0.1111
H (4.19, 4.29, 1.76)  0.1206
H (-0.16, 3.80, -4.53)  0.1186
H (-2.59, 3.21, -4.69)  0.1106
H (-3.43, 1.42, -3.12)  0.1268
Cl (-0.07, -2.04, -1.19)  0.8197
C (0.01, -1.56, -2.87)  -0.5464
C (-1.14, -1.74, -3.61)  -0.0971
C (-1.14, -1.37, -4.95)  -0.0535
C (0.00, -0.82, -5.53)  -0.0500
C (1.14, -0.66, -4.76)  -0.0142
C (1.17, -1.03, -3.42)  -0.2302
C (2.44, -0.82, -2.64)  -0.0881
H (-2.02, -2.16, -3.14)  0.1155
H (-2.04, -1.51, -5.53)  0.1169
H (0.00, -0.54, -6.57)  0.1149
H (2.04, -0.25, -5.21)  0.1298
H (3.31, -1.03, -3.25)  0.1411
H (2.49, -1.43, -1.74)  0.1045


Record 3
Computed, not measured: a structure of composition C19H17AgGeI, with wB97M-V/def2-TZVPD.

Summary:
2S+1: 2
total charge: 0
HOMO-LUMO gap (spin up / spin down): 0.3020 / 0.1900 Ha
LUMO level (spin up / spin down): 0.59 / -2.31 eV
<S²>: 0.76

Each line ends with the Löwdin charge.
Geometry (Å):
Ag (-0.80, 2.67, -0.42)  0.5502
C (-0.53, -1.85, -4.26)  -0.0865
C (-1.12, -2.41, -3.14)  -0.0837
C (-0.98, -1.78, -1.90)  -0.1063
C (-0.26, -0.60, -1.78)  -0.3385
C (0.32, -0.04, -2.93)  -0.1364
C (0.19, -0.66, -4.16)  -0.0852
Ge (-0.08, 0.27, -0.05)  0.9516
C (1.78, 0.47, 0.50)  -0.3428
C (2.09, 1.13, 1.69)  -0.1327
C (3.41, 1.28, 2.09)  -0.0845
C (4.44, 0.78, 1.30)  -0.0857
C (4.14, 0.13, 0.11)  -0.0834
C (2.82, -0.03, -0.29)  -0.1071
C (-1.16, -0.59, 1.31)  -0.3396
C (-0.55, -1.26, 2.38)  -0.1084
C (-1.32, -1.89, 3.35)  -0.0847
C (-2.70, -1.86, 3.26)  -0.0876
C (-3.32, -1.20, 2.20)  -0.0858
C (-2.55, -0.57, 1.24)  -0.1278
H (-0.64, -2.33, -5.23)  0.1025
H (-1.68, -3.33, -3.22)  0.1032
H (-1.44, -2.23, -1.03)  0.0957
H (0.87, 0.89, -2.86)  0.0953
H (0.64, -0.22, -5.04)  0.1036
H (1.30, 1.53, 2.31)  0.0993
H (3.64, 1.79, 3.02)  0.1037
H (5.47, 0.90, 1.61)  0.1026
H (4.94, -0.27, -0.51)  0.1034
H (2.60, -0.55, -1.21)  0.0936
H (0.53, -1.29, 2.45)  0.0960
H (-0.83, -2.40, 4.17)  0.1028
H (-3.30, -2.35, 4.02)  0.1021
H (-4.40, -1.18, 2.14)  0.1030
H (-3.04, -0.05, 0.43)  0.0972
I (-1.08, 5.88, -1.32)  0.5305
C (-2.11, 4.35, -0.25)  -0.8625
H (-3.06, 4.19, -0.74)  -0.0836
H (-2.23, 4.69, 0.77)  -0.0836